C4H5N2S | ωB97M-V/def2-TZVPD

Properties
total charge: +1
2S+1: 1
orbital gap (spin up / spin down): 9.8 / 3.1 eV
strongest force on any atom: 0.099 hartree/bohr

CARTESIAN COORDINATES (ANGSTROEM)
C  1.4553  -1.4324  0.1564
C  2.8107  -1.1040  0.2625
C  1.1702  0.7576  -0.0906
C  -3.5407  0.8927  -0.1497
N  -2.3985  0.8338  0.1693
N  0.5930  -0.3951  -0.1259
S  2.8673  0.5897  0.0082
H  1.0126  -2.5021  0.0850
H  3.6878  -1.5317  0.5939
H  0.6610  1.6672  -0.3007
H  -3.8267  1.7558  -0.8384
H  -4.4919  0.4685  0.2301



C16H43O7V | ωB97M-V/def2-TZVPD

Properties
total charge: -1
2S+1: 4
orbital gap (spin up / spin down): 5.6 / 5.4 eV
strongest force on any atom: 0.098 hartree/bohr

CARTESIAN COORDINATES (ANGSTROEM)
V  2.1800  2.4618  8.6992
O  0.1061  3.0803  11.7323
H  0.2131  4.0906  11.5675
H  0.3682  2.8094  12.6458
H  0.4584  2.4664  11.0068
C  -2.0079  6.9699  12.1481
C  -0.5593  6.4909  12.4609
C  -0.4478  5.7221  13.7938
O  -0.0405  5.7238  11.4295
H  -2.1348  7.6057  11.2686
H  -2.4159  7.6007  12.9541
H  -2.7630  6.1832  12.0305
H  -0.0656  7.4773  12.4510
H  0.5909  5.4001  13.8781
H  -1.0816  4.8407  13.9058
H  -0.6954  6.4315  14.5945
C  4.3023  2.5102  11.1112
C  3.5150  3.8503  11.1945
C  4.3213  4.9643  11.8120
O  2.8642  4.1058  9.9935
H  3.9104  1.7107  10.4712
H  4.4430  1.9106  12.0226
H  5.3090  2.7442  10.7462
H  2.6950  3.6979  11.9208
H  4.8112  4.5818  12.7172
H  3.6878  5.8244  12.0077
H  5.2386  5.1698  11.2452
C  2.4664  -0.6241  10.3986
C  1.0141  -0.1087  10.3836
C  0.4031  -0.3572  11.7448
O  0.9509  1.2251  9.9724
H  3.0538  -0.1092  9.6376
H  2.5238  -1.7066  10.2529
H  2.9378  -0.4771  11.3752
H  0.5462  -0.8077  9.6771
H  1.0033  -0.0789  12.6133
H  0.1874  -1.4209  11.8884
H  -0.5556  0.1474  11.8968
C  -1.7635  3.8688  9.0721
C  -0.7829  3.5383  7.9870
C  -1.2797  4.1631  6.6744
O  0.5494  3.8984  8.2065
H  -2.7607  3.4647  8.8563
H  -1.7754  4.9366  9.2958
H  -1.5779  3.3654  10.0244
H  -0.8496  2.4548  7.7783
H  -2.2225  3.7944  6.2588
H  -0.5390  4.1239  5.8736
H  -1.4497  5.2233  6.8975
C  2.6969  2.2201  15.4853
C  1.8488  1.7565  14.3285
O  0.6210  2.5283  14.2861
H  3.6172  1.6250  15.4397
H  2.2536  1.8519  16.4151
H  2.9533  3.2713  15.5772
H  1.6978  0.6812  14.4574
H  2.2385  1.8867  13.3181
H  0.0716  2.2290  15.0178
C  -3.3403  0.8560  12.5613
C  -3.1149  2.3192  12.9860
O  -4.3026  2.8925  13.5396
H  -2.9444  0.8147  11.5381
H  -4.3824  0.5766  12.4160
H  -2.7099  0.1577  13.1076
H  -2.7581  2.9597  12.1770
H  -2.3908  2.3371  13.8032
H  -4.9510  2.7514  12.8404



C47H59BBeN9O11 | ωB97M-V/def2-TZVPD

Properties
total charge: +2
2S+1: 2
orbital gap (spin up / spin down): 5.0 / 3.4 eV
strongest force on any atom: 0.092 hartree/bohr

CARTESIAN COORDINATES (ANGSTROEM)
Be  -19.8886  2.8568  -17.5524
O  -18.0175  -4.6529  -12.0757
C  -17.7659  -3.5898  -12.6124
O  -18.3870  -3.0392  -13.6576
B  -17.6174  -1.9119  -14.1923
O  -16.5085  -1.7436  -13.1840
C  -16.6048  -2.6828  -12.2137
O  -15.8123  -2.8911  -11.2784
O  -18.5197  -0.7367  -14.2681
C  -18.5872  -0.3742  -15.5711
O  -19.2739  0.5797  -15.9977
C  -17.7196  -1.3400  -16.3807
O  -17.1321  -2.1437  -15.5077
O  -17.5100  -1.4110  -17.5815
N  -19.7696  0.9921  -19.3628
C  -19.4946  1.2189  -20.6511
C  -19.0999  0.1768  -21.5206
C  -19.1805  -1.1709  -21.0101
C  -19.6868  -1.4100  -19.7730
C  -19.9265  -0.3129  -18.9880
H  -19.3409  2.2062  -21.0610
H  -18.6938  0.3386  -22.5082
H  -19.0088  -1.9670  -21.7194
H  -19.8403  -2.4142  -19.4065
H  -20.4064  -0.4286  -18.0275
N  -22.3177  -0.2548  -12.0556
C  -21.0130  0.1705  -12.0568
C  -20.0356  -0.6623  -11.4421
C  -20.4418  -1.7978  -10.7577
C  -21.7582  -2.1802  -10.7421
C  -22.6754  -1.3976  -11.3913
H  -20.7192  1.0931  -12.5352
H  -18.9925  -0.3964  -11.5298
H  -19.7636  -2.4634  -10.2445
H  -22.1092  -3.0255  -10.1688
H  -23.7002  -1.7370  -11.3602
N  -21.9641  1.4827  -17.0506
C  -22.3275  1.2626  -15.7374
C  -23.6233  0.8608  -15.3009
C  -24.5693  0.6124  -16.2822
C  -24.2414  0.6556  -17.6425
C  -22.9446  1.1569  -17.9705
H  -21.5740  1.3799  -14.9726
H  -23.8440  0.6870  -14.2580
H  -25.6005  0.3489  -16.0992
H  -25.0485  0.3580  -18.2954
H  -22.5868  1.3067  -18.9784
N  -17.3034  2.2402  -17.0865
C  -16.5605  1.4767  -17.9218
C  -15.2462  1.1081  -17.5943
C  -14.6708  1.5595  -16.4030
C  -15.3308  2.5112  -15.6409
C  -16.6043  2.7971  -16.0320
H  -16.9083  1.2342  -18.9151
H  -14.6909  0.5200  -18.3099
H  -13.6436  1.3588  -16.1368
H  -14.8738  2.9222  -14.7528
H  -17.1349  3.4454  -15.3503
C  -15.4686  -3.9639  -18.9143
C  -15.9479  -3.3958  -20.1815
O  -15.0581  -2.2953  -20.4569
C  -14.1919  -2.1359  -19.4534
O  -13.3323  -1.2468  -19.3960
O  -14.3993  -3.1010  -18.5233
H  -15.2162  -5.0161  -19.0452
H  -16.1610  -3.8809  -18.0765
H  -16.9652  -3.0444  -20.0091
H  -15.9094  -4.1376  -20.9793
C  -15.0570  -3.2362  -7.8637
C  -16.5197  -3.5798  -7.3782
C  -17.5555  -3.0135  -8.4002
C  -17.4240  -1.6136  -8.7289
N  -17.2678  -0.4902  -8.9810
H  -14.9252  -2.1648  -8.0143
H  -14.7983  -3.6896  -8.8206
H  -14.3218  -3.5559  -7.1251
H  -16.7237  -3.0451  -6.4506
H  -16.6823  -4.6546  -7.2974
H  -18.5497  -3.0258  -7.9536
H  -17.5146  -3.5190  -9.3650
C  -12.2083  -1.8725  -15.5694
C  -12.4463  -0.6390  -14.6152
C  -13.8538  -0.6278  -13.9837
C  -14.0443  0.5586  -13.0992
N  -14.2506  1.5135  -12.4530
H  -12.8324  -1.9020  -16.4625
H  -12.3184  -2.8232  -15.0476
H  -11.1476  -1.9186  -15.8160
H  -12.1404  0.3100  -15.0556
H  -11.7486  -0.7524  -13.7855
H  -13.9514  -1.5366  -13.3899
H  -14.6609  -0.7314  -14.7089
C  -17.3852  2.2845  -12.1714
C  -18.5018  3.1735  -11.6092
C  -18.8769  4.3109  -12.5905
C  -19.4113  3.7058  -13.8464
N  -19.8432  3.2997  -14.8164
H  -17.0263  1.6024  -11.4006
H  -16.4944  2.8350  -12.4741
H  -17.7372  1.7110  -13.0288
H  -18.1868  3.6494  -10.6805
H  -19.4421  2.6446  -11.4538
H  -17.9641  4.8534  -12.8364
H  -19.5922  4.9953  -12.1343
C  -16.4722  -6.4131  -9.7463
C  -16.0374  -7.5300  -8.7971
C  -14.6968  -8.2123  -9.1708
C  -13.5684  -7.2230  -9.4072
N  -12.7257  -6.4583  -9.6548
H  -17.3711  -5.9096  -9.3907
H  -16.6269  -6.7878  -10.7581
H  -15.6896  -5.6565  -9.8031
H  -16.7939  -8.3139  -8.7610
H  -15.9096  -7.1112  -7.7989
H  -14.8273  -8.7526  -10.1085
H  -14.3417  -8.9429  -8.4441
C  -14.9549  -4.7989  -14.9819
C  -14.7374  -5.6538  -13.7335
C  -13.3571  -6.2257  -13.6131
C  -12.1924  -5.3185  -13.4663
N  -11.2338  -4.6388  -13.3389
H  -14.5405  -3.8043  -14.8175
H  -16.0220  -4.6539  -15.1500
H  -14.4855  -5.1837  -15.8873
H  -15.4605  -6.4621  -13.6252
H  -14.9504  -5.1100  -12.8132
H  -13.1750  -6.8335  -14.4994
H  -13.2468  -6.9767  -12.8308



C11H28N4O6PS | ωB97M-V/def2-TZVPD

Properties
total charge: -1
2S+1: 1
orbital gap: 6.4 eV
strongest force on any atom: 0.099 hartree/bohr

CARTESIAN COORDINATES (ANGSTROEM)
N  -2.0257  -5.5374  -0.4936
C  -3.0011  -4.4396  -0.3910
C  -2.3361  -3.2271  0.2640
C  -1.2383  -2.5510  -0.5728
C  0.1230  -3.1680  -0.2039
S  1.2911  -3.2675  -1.5344
O  0.6846  -3.5249  -2.7955
O  2.1395  -2.1077  -1.4749
O  2.1972  -4.5408  -1.1480
C  -3.6175  -4.0560  -1.7562
O  -2.8701  -4.1933  -2.7515
O  -4.7969  -3.6371  -1.7302
H  -1.6245  -5.5256  -1.4279
H  -2.4674  -6.4318  -0.3442
H  -3.7835  -4.7649  0.2953
H  -1.9124  -3.5576  1.2175
H  -3.0952  -2.4776  0.4899
H  -1.1958  -1.5042  -0.2660
H  -1.4412  -2.5568  -1.6420
H  0.6077  -2.5979  0.5875
H  -0.0477  -4.1754  0.1827
H  1.9023  -4.8953  -0.3018
O  -0.1298  0.9756  1.1917
P  0.5824  2.2552  0.9356
N  -0.6605  3.3624  0.6139
C  -0.4223  4.6365  -0.0284
C  -1.6508  3.4950  1.6738
N  1.3792  1.9299  -0.5519
C  0.6256  2.0743  -1.7926
C  2.0664  0.6367  -0.5215
N  1.7953  3.3732  1.4999
C  3.0509  3.5727  0.7825
C  2.0752  3.2006  2.9385
H  -0.0437  5.4006  0.6659
H  -1.3618  4.9994  -0.4525
H  0.2846  4.5547  -0.8492
H  -1.2733  4.0903  2.5198
H  -1.9397  2.5139  2.0474
H  -2.5511  3.9778  1.2895
H  -0.3523  1.5794  -1.7634
H  1.1994  1.6422  -2.6133
H  0.4738  3.1223  -2.0494
H  1.3833  -0.1954  -0.6591
H  2.5745  0.4984  0.4387
H  2.8278  0.5961  -1.3019
H  3.6823  2.6797  0.7441
H  3.6032  4.3624  1.3011
H  2.8702  3.9179  -0.2295
H  2.6274  2.2769  3.1464
H  1.1387  3.1654  3.5013
H  2.6531  4.0435  3.3201



C8H11N | ωB97M-V/def2-TZVPD

Properties
2S+1: 1
orbital gap: 9.3 eV
SMILES: C1=C[C@@]23C[C@]2(C1)CCN3
strongest force on any atom: 0.103 hartree/bohr

CARTESIAN COORDINATES (ANGSTROEM)
C  1.3117  1.6568  -0.6134
C  1.4601  1.0316  0.5723
C  0.3519  0.1125  0.8753
C  -1.0791  0.7791  1.0586
C  -0.6347  0.3334  -0.2703
C  -0.0059  1.3655  -1.2299
C  -0.7623  -1.0393  -0.8891
C  -0.2657  -2.0108  0.2223
N  0.7723  -1.2177  1.0391
H  2.2565  2.2116  -1.0842
H  2.5085  0.9534  1.2033
H  -1.4777  1.8038  1.0839
H  -1.7958  0.2198  1.7166
H  -0.6832  2.2852  -1.1591
H  0.1703  0.9340  -2.2690
H  -0.0486  -1.1851  -1.8333
H  -1.8502  -1.2027  -1.2064
H  0.2107  -2.8928  -0.1335
H  -1.0304  -2.5125  0.8324
H  0.5915  -1.6259  2.0842



C2H6ClPS | ωB97M-V/def2-TZVPD

Properties
2S+1: 1
orbital gap: 8.8 eV
SMILES: C=P(C)=S.Cl
strongest force on any atom: 0.075 hartree/bohr

CARTESIAN COORDINATES (ANGSTROEM)
C  0.9611  -0.0377  2.0303
P  1.6385  -0.6181  0.6234
C  0.4011  -0.9187  -0.7256
S  3.4321  -0.9597  0.1690
H  1.5379  0.1319  2.8296
H  0.0891  0.5483  2.0327
H  -0.4823  -0.4574  -0.3762
H  0.9026  -0.7625  -1.7237
H  0.1224  -2.0402  -0.8372
Cl  -3.4215  0.3533  -0.0657
H  -3.8369  -0.3855  -0.9727



C36H44As2CoN2O5PS2SbSe4 | ωB97M-V/def2-TZVPD

Properties
total charge: -2
2S+1: 2
orbital gap (spin up / spin down): 5.3 / 5.2 eV
strongest force on any atom: 0.179 hartree/bohr

CARTESIAN COORDINATES (ANGSTROEM)
Co  -1.4169  -0.2609  -0.7035
N  1.2763  1.7867  -2.0195
C  0.6621  2.5575  -0.9251
C  0.5624  1.7149  0.3321
O  1.5601  1.6458  1.0849
N  -0.6300  1.1213  0.5633
C  -0.8210  0.6337  1.9313
C  -1.0288  -0.8667  1.9767
O  -0.9589  -1.5121  3.0285
O  -1.3419  -1.3752  0.8269
H  2.2838  1.7977  -1.9056
H  1.0654  2.2590  -2.8940
H  -0.3338  2.8604  -1.2286
H  1.2343  3.4559  -0.6760
H  -1.7275  1.0977  2.3347
H  0.0215  0.9050  2.5644
C  3.2114  -0.6814  -0.1427
C  2.5869  -1.0883  -1.4991
As  0.6060  -1.2623  -1.5712
C  0.6295  -3.2012  -1.2118
C  1.3643  -4.0064  -2.1008
C  1.6533  -5.3291  -1.8007
C  1.1894  -5.8965  -0.6184
C  0.4518  -5.1219  0.2612
C  0.1867  -3.7810  -0.0307
C  0.4338  -1.4262  -3.5451
C  0.8221  -0.3715  -4.3631
C  0.2890  -0.2269  -5.6301
C  -0.5750  -1.1907  -6.1299
C  -0.9090  -2.2847  -5.3539
C  -0.4438  -2.3740  -4.0503
As  2.0979  -1.1651  1.3946
C  2.8041  -2.9238  1.9329
C  3.9727  -3.5060  1.4509
C  4.4934  -4.6570  2.0369
C  3.8532  -5.2379  3.1222
C  2.6770  -4.6724  3.6071
C  2.1564  -3.5322  3.0104
C  3.0961  -0.3082  2.8465
C  2.6192  -0.4283  4.1505
C  3.3361  0.0937  5.2212
C  4.5387  0.7560  5.0002
C  5.0164  0.8933  3.7036
C  4.3037  0.3563  2.6351
H  3.3045  0.4013  -0.0961
H  4.2128  -1.1042  -0.0536
H  2.8896  -2.1042  -1.7304
H  2.9422  -0.4478  -2.3002
H  1.7132  -3.5949  -3.0378
H  2.2479  -5.9130  -2.4948
H  1.4016  -6.9340  -0.3833
H  0.0979  -5.5361  1.1966
H  -0.3904  -3.2216  0.6896
H  1.4511  0.4040  -3.9560
H  0.4526  0.6824  -6.1850
H  -1.0665  -1.0130  -7.0764
H  -1.6018  -3.0301  -5.7255
H  -0.8064  -3.1586  -3.4050
H  4.5013  -3.0670  0.6129
H  5.4055  -5.0940  1.6460
H  4.2592  -6.1317  3.5815
H  2.1621  -5.1234  4.4464
H  1.2253  -3.1161  3.3837
H  1.6779  -0.9315  4.3418
H  2.9530  -0.0146  6.2289
H  5.0978  1.1667  5.8334
H  5.9444  1.4228  3.5196
H  4.7015  0.4697  1.6357
Se  -3.5065  4.3359  -3.1936
Sb  -2.1379  2.4432  -3.9028
Se  -2.7974  2.0156  -6.2035
Se  -0.2491  3.7278  -4.8604
Se  -1.9006  0.6993  -2.3320
C  -3.1881  -5.1585  1.8327
C  -3.0850  -5.3365  0.3253
C  -4.2604  -6.1217  -0.2406
O  -2.8943  -4.0598  -0.3382
P  -3.8774  -2.7913  -0.4435
S  -5.6644  -3.1786  -1.1362
S  -2.7852  -1.5004  -1.6238
O  -3.9257  -2.3244  1.0867
C  -4.6903  -1.2585  1.6935
C  -4.9129  -0.0680  0.7787
C  -6.0043  -1.8259  2.2129
H  -3.0356  -6.1273  2.3209
H  -4.1701  -4.7718  2.1061
H  -2.4322  -4.4582  2.1956
H  -2.1625  -5.8571  0.0759
H  -5.2059  -5.6964  0.0853
H  -4.1942  -7.1606  0.0990
H  -4.2395  -6.0999  -1.3297
H  -4.0724  -0.9540  2.5399
H  -5.5013  -0.3500  -0.0943
H  -3.9769  0.3618  0.4318
H  -5.4274  0.7303  1.3219
H  -6.6484  -2.1033  1.3794
H  -6.5111  -1.0776  2.8293
H  -5.8100  -2.7125  2.8180



C3H11N2S | ωB97M-V/def2-TZVPD

Properties
total charge: +1
2S+1: 1
orbital gap: 8.6 eV
strongest force on any atom: 0.089 hartree/bohr

CARTESIAN COORDINATES (ANGSTROEM)
C  -1.5009  -0.3186  -1.1711
C  -0.1982  0.6022  0.9060
C  1.0022  -0.3074  0.7270
N  -0.0104  1.9019  0.7278
N  0.7057  -1.6752  0.6836
S  2.2062  0.6205  -0.5476
H  -1.4355  0.7709  -1.1621
H  -2.3539  -0.6896  -1.8803
H  -1.4725  -0.8611  -0.1993
H  -1.0179  0.2885  1.4444
H  1.5762  -0.0450  1.5805
H  0.9060  2.1587  0.3127
H  -0.7741  2.5686  0.8702
H  1.3946  -2.3455  0.5441
H  -0.2947  -1.9187  0.3573
H  -0.5925  -0.6683  -1.6425
H  1.8597  -0.0819  -1.5509